Here is a structure of composition C47H36CoIP3S2 from OMol25. Energies are from ωB97M-V/def2-TZVPD.

Each line ends with the Löwdin spin population.
Atoms and positions in Å:
1 Co -0.671 -0.834 0.402  1.078
2 S -0.095 -0.240 2.637  -0.043
3 P 1.695 -0.676 1.807  -0.003
4 C 1.220 -1.447 0.404  -0.022
5 P 1.403 -1.391 -1.254  -0.005
6 S -0.522 -1.542 -1.858  -0.040
7 C 2.431 -2.691 -1.984  -0.002
8 C 2.008 -3.419 -3.087  -0.001
9 C 2.827 -4.411 -3.615  0.000
10 C 4.059 -4.678 -3.036  0.000
11 C 4.478 -3.960 -1.924  0.000
12 C 3.663 -2.970 -1.395  -0.001
13 C 2.130 0.155 -1.901  0.001
14 C 1.562 1.355 -1.472  0.001
15 C 2.080 2.567 -1.895  0.000
16 C 3.175 2.591 -2.752  0.000
17 C 3.740 1.403 -3.187  0.000
18 C 3.218 0.184 -2.765  0.000
19 C 2.738 -1.702 2.877  -0.002
20 C 3.261 -1.202 4.067  -0.001
21 C 4.047 -2.015 4.868  0.000
22 C 4.316 -3.323 4.482  0.000
23 C 3.798 -3.822 3.295  0.000
24 C 3.004 -3.012 2.492  0.001
25 C 2.686 0.844 1.605  0.001
26 C 2.203 2.082 2.014  0.000
27 C 2.927 3.237 1.742  0.000
28 C 4.130 3.156 1.053  0.000
29 C 4.616 1.920 0.647  0.000
30 C 3.901 0.766 0.927  0.000
31 H 1.038 -3.214 -3.522  -0.001
32 H 2.498 -4.981 -4.475  0.000
33 H 4.695 -5.453 -3.446  0.000
34 H 5.434 -4.177 -1.463  0.000
35 H 3.974 -2.421 -0.513  -0.001
36 H 0.709 1.327 -0.801  0.001
37 H 1.635 3.493 -1.554  0.000
38 H 3.583 3.538 -3.082  0.000
39 H 4.588 1.419 -3.860  0.000
40 H 3.665 -0.739 -3.110  0.000
41 H 3.054 -0.179 4.360  0.000
42 H 4.454 -1.632 5.795  0.000
43 H 4.933 -3.954 5.109  0.000
44 H 4.007 -4.842 2.996  0.000
45 H 2.578 -3.382 1.566  0.001
46 H 1.255 2.129 2.535  0.000
47 H 2.550 4.199 2.066  0.000
48 H 4.692 4.055 0.832  0.000
49 H 5.551 1.859 0.104  0.000
50 H 4.279 -0.197 0.605  0.000
51 I -2.424 -2.671 1.236  0.041
52 C -4.011 -2.424 -0.120  0.001
53 C -4.454 -3.568 -0.717  0.003
54 C -5.670 -3.587 -1.426  0.000
55 C -6.454 -2.472 -1.430  0.002
56 C -6.012 -1.271 -0.823  0.000
57 C -6.883 -0.157 -0.777  0.000
58 C -6.488 1.011 -0.194  0.000
59 C -5.159 1.142 0.241  0.001
60 C -4.257 0.107 0.194  0.000
61 P -2.469 0.632 0.256  -0.009
62 C -2.413 1.753 1.691  -0.001
63 C -3.229 1.555 2.801  0.000
64 C -3.041 2.306 3.955  0.000
65 C -2.042 3.264 4.010  0.001
66 C -1.216 3.459 2.909  0.000
67 C -1.392 2.700 1.765  0.000
68 C -2.529 1.770 -1.191  -0.001
69 C -2.538 1.182 -2.456  0.000
70 C -2.621 1.964 -3.599  0.000
71 C -2.694 3.345 -3.496  0.000
72 C -2.704 3.939 -2.242  0.000
73 C -2.629 3.158 -1.097  0.000
74 C -4.713 -1.185 -0.238  0.000
75 H -3.885 -4.481 -0.604  0.000
76 H -5.995 -4.503 -1.902  0.000
77 H -7.434 -2.483 -1.890  0.000
78 H -7.874 -0.261 -1.202  0.000
79 H -7.160 1.856 -0.128  0.000
80 H -4.823 2.121 0.562  0.000
81 H -4.007 0.803 2.769  0.000
82 H -3.676 2.134 4.815  0.000
83 H -1.899 3.852 4.908  0.000
84 H -0.422 4.195 2.948  0.000
85 H -0.711 2.828 0.930  0.000
86 H -2.475 0.107 -2.551  0.000
87 H -2.618 1.489 -4.572  0.000
88 H -2.750 3.957 -4.388  0.000
89 H -2.773 5.016 -2.151  0.000
90 H -2.653 3.639 -0.129  0.000

Forces on the atoms, in the same order (eV/Å):
0.2716 0.1864 -0.0485
0.0137 -0.0348 -0.0332
-0.0221 0.0581 -0.0024
0.0092 0.0171 -0.0665
-0.1679 0.0857 -0.0589
-0.0235 0.0832 0.0471
0.0325 -0.0518 0.0857
0.1153 -0.0021 -0.0194
-0.0286 0.0180 0.0061
-0.0106 -0.0025 -0.0175
0.0018 0.0430 0.0600
-0.0224 -0.0793 -0.0814
-0.0063 -0.1047 -0.0104
0.0410 0.0594 -0.0621
-0.0349 -0.0454 0.0224
-0.0016 -0.0151 -0.0073
0.0010 -0.0038 -0.0027
-0.0046 0.0629 0.0512
-0.0045 -0.0540 -0.0987
0.0324 -0.0681 -0.0044
-0.0259 0.0788 0.0168
0.0028 -0.0645 -0.0448
-0.0191 0.0691 0.0164
0.0352 -0.0006 0.0849
-0.1018 -0.0493 0.0194
0.0581 -0.0090 -0.0441
0.0293 -0.0196 -0.0090
-0.0562 0.0220 0.0435
0.0348 -0.0799 -0.0169
-0.0234 0.0966 0.0156
-0.0099 -0.0027 -0.0063
-0.0001 0.0058 0.0057
-0.0139 0.0007 -0.0071
-0.0090 0.0048 -0.0067
0.0127 0.0101 0.0227
-0.0163 0.0226 -0.0002
-0.0030 -0.0106 0.0004
0.0004 -0.0088 0.0049
-0.0039 0.0026 0.0066
0.0023 -0.0051 -0.0094
0.0110 -0.0038 0.0127
-0.0052 0.0021 -0.0106
-0.0078 0.0101 -0.0056
0.0012 0.0055 0.0030
-0.0065 0.0072 0.0063
0.0108 -0.0001 0.0060
0.0148 -0.0145 -0.0109
-0.0128 -0.0018 0.0023
-0.0133 -0.0123 0.0076
0.0300 -0.0119 -0.0105
-0.2923 -0.1621 -0.0097
0.2436 0.1341 0.1914
0.0422 -0.0800 -0.0054
-0.1109 0.0936 -0.0199
0.0831 -0.1296 -0.0001
0.0369 0.0328 0.0261
0.0497 0.0836 0.0521
-0.0517 -0.0831 -0.0424
0.0175 0.0388 -0.0491
0.1138 -0.0577 -0.0657
-0.1556 0.0368 0.0041
-0.0876 -0.0549 0.0605
0.0458 0.0184 -0.0186
-0.0225 -0.0294 0.0053
0.0014 0.0150 -0.0398
-0.0151 0.0357 -0.0240
0.0168 -0.0105 0.0451
0.0048 0.0064 0.0121
0.0032 0.0086 0.0202
0.0120 -0.0220 0.0054
-0.0101 0.0041 0.0399
-0.0005 -0.0148 -0.0191
0.0302 -0.0538 -0.0219
-0.0438 -0.0189 -0.0040
-0.0275 0.0032 -0.0118
-0.0190 0.0175 -0.0020
0.0069 0.0014 -0.0072
0.0050 0.0049 0.0013
-0.0003 -0.0106 -0.0108
0.0254 -0.0054 -0.0111
0.0062 0.0126 0.0259
0.0007 0.0058 -0.0133
0.0051 -0.0132 -0.0047
-0.0136 -0.0101 0.0070
-0.0013 -0.0023 0.0180
0.0168 0.0064 -0.0062
-0.0065 -0.0017 0.0115
0.0044 -0.0082 0.0031
-0.0021 -0.0061 0.0037
-0.0179 0.0194 0.0018

**HOMO level (alpha / beta)**: -0.2600 / -0.2644 hartree
**Total energy**: -144589.863 eV
**Strongest force on any atom**: 0.3 eV Å⁻¹
**Multiplicity**: 2
**Gap between HOMO and LUMO (alpha / beta)**: 7.073 / 7.193 eV
**ΔE to the lowest compared entry with this formula, charge and spin**: 0.00 kJ/mol